(1)
DFT (ωB97M-V/def2-TZVPD) results for C9H13ClN2O2 as an isolated structure at a distorted geometry.

For the total energy, the calculation gives -1070.76890 a.u. The value obtained for the gap between HOMO and LUMO is 9.528 eV. For the HOMO energy, the calculation gives -9.37 eV. For the LUMO energy, the calculation gives 0.16 eV. The energy above the lowest of the compared OMol25 structures with the same formula, charge and spin is 69.02 kcal per mole.

```
! wB97M-V def2-TZVPD RIJCOSX def2/J DEFGRID3
* xyz 0 1
Cl -4.740 -1.223 -0.079
O -1.081 1.943 1.358
O -0.649 2.452 -0.680
N -0.718 1.664 0.236
N -2.463 -0.994 1.137
C -0.949 -0.203 -1.319
C -0.330 0.275 -0.022
C 1.480 -1.435 0.327
C -1.316 -0.628 1.399
C -2.412 -0.533 -1.228
C 1.910 0.606 -1.079
C 1.691 0.811 1.392
C -3.049 -0.859 -0.102
C 1.180 0.061 0.158
H -2.956 -0.522 -2.159
H 1.168 -1.786 1.309
H 2.745 0.586 1.544
H -0.829 -0.724 2.344
H -0.831 0.581 -2.076
H 2.551 -1.598 0.231
H 1.599 1.888 1.273
H 1.665 0.035 -1.971
H -0.420 -1.088 -1.691
H 0.973 -2.037 -0.421
H 1.151 0.523 2.290
H 1.644 1.648 -1.251
H 2.986 0.556 -0.921
*
```

Atom charges from the natural (NBO) analysis, given in e for atoms 1 to 2: Cl 0.017; O -0.361

=====

(2)
DFT (ωB97M-V/def2-TZVPD) results for a 2-piece molecular cluster, C9H13ClN2S overall at a distorted geometry.

For the total energy, the calculation gives -1318.53619 a.u. The value obtained for the gap between HOMO and LUMO is 5.758 eV. For the HOMO energy, the calculation gives -7.71 eV. For the LUMO energy, the calculation gives -1.95 eV. The energy above the lowest of the compared OMol25 structures with the same formula, charge and spin is 0.00 kcal per mole.

```
! wB97M-V def2-TZVPD RIJCOSX def2/J DEFGRID3
* xyz 0 1
Cl -3.745 1.869 1.720
S -3.783 -0.141 0.625
N -2.779 -1.085 1.193
N -0.305 -1.406 -2.102
C 0.181 -0.708 -1.027
C 1.120 0.944 1.141
C -1.148 1.162 -1.995
C 0.393 1.459 0.036
C 1.469 -0.376 1.033
C 1.465 -2.630 -0.064
C -0.113 0.649 -0.975
C 1.283 1.788 2.285
C 1.084 -1.109 -0.113
H 1.508 1.201 3.165
H 0.696 -3.238 0.418
H 0.115 2.495 0.026
H 1.719 -3.110 -0.997
H -0.568 -2.426 -1.880
H 0.291 2.337 2.328
H -1.037 -0.920 -2.748
H -2.219 0.772 -1.726
H -1.225 2.182 -1.870
H 2.014 2.636 2.167
H -0.801 0.995 -3.034
H 2.326 -2.496 0.611
H 2.056 -0.844 1.784
*
```

Atom charges from the natural (NBO) analysis, given in e for atoms 1 to 2: Cl -0.403; S 0.938

=====

(3)
DFT (ωB97M-V/def2-TZVPD) results for one molecule with the formula C9H13FN2O.

For the total energy, the calculation gives -635.34174 a.u. The value obtained for the gap between HOMO and LUMO is 9.385 eV. For the HOMO energy, the calculation gives -8.59 eV. For the LUMO energy, the calculation gives 0.79 eV. The structure (SMILES) is CN[C@@H](C)COc1ccc(F)nc1. The energy above the lowest of the compared OMol25 structures with the same formula, charge and spin is 0.00 kcal per mole.

```
! wB97M-V def2-TZVPD RIJCOSX def2/J DEFGRID3
* xyz 0 1
F 0.673 3.046 -4.002
O 0.986 0.462 0.714
N -0.504 -2.208 1.101
N -0.356 2.323 -2.141
C 0.738 2.396 -2.842
C -2.385 -0.850 1.841
C 1.975 1.871 -2.449
C -0.168 0.256 1.523
C 2.021 1.199 -1.244
C 0.589 -2.492 0.182
C -1.087 -0.875 1.033
C -0.313 1.673 -0.963
C 0.853 1.107 -0.464
H -1.230 1.618 -0.433
H 0.819 -3.556 0.230
H -2.922 0.101 1.725
H -3.027 -1.671 1.501
H 2.858 1.979 -3.105
H 1.508 -1.953 0.384
H 2.965 0.777 -0.878
H 0.280 -2.259 -0.827
H -0.762 1.186 1.635
H 0.217 -0.006 2.532
H -0.269 -2.430 2.052
H -1.299 -0.716 -0.020
H -2.157 -0.979 2.916
*
```

Atom charges from the natural (NBO) analysis, given in e for atoms 1 to 2: F -0.314; O -0.494

=====

(4)
DFT (ωB97M-V/def2-TZVPD) results for one molecule with the formula C9H13I2NS at a distorted geometry.

For the total energy, the calculation gives -1398.95835 a.u. The value obtained for the gap between HOMO and LUMO (alpha / beta) is 6.400 / 6.694 eV. For the HOMO energy (alpha / beta), the calculation gives -6.00 / -9.06 eV. For the LUMO energy (alpha / beta), the calculation gives 0.40 / -2.37 eV. The expectation value of S² is 2.0195.

```
! wB97M-V def2-TZVPD RIJCOSX def2/J DEFGRID3
* xyz 0 3
I 3.195 -1.540 0.747
I 1.273 3.415 0.036
S 1.679 0.454 -1.414
N -0.407 -1.674 -0.706
C -1.970 0.736 1.425
C 0.421 0.463 -0.194
C -1.229 -0.599 1.358
C -0.407 -0.692 0.096
C -0.945 1.871 1.489
C 0.142 1.714 0.490
C -2.903 0.898 0.226
C 2.386 -1.210 -1.265
C 3.460 -1.383 -2.310
H 4.221 -0.610 -2.219
H -3.660 0.116 0.227
H -1.032 -2.432 -0.446
H -1.937 -1.431 1.391
H -2.347 0.832 -0.707
H -3.408 1.861 0.259
H -0.555 -0.692 2.215
H 3.011 -1.311 -3.300
H -2.571 0.764 2.340
H 1.574 -1.927 -1.359
H 3.939 -2.355 -2.215
H -1.444 2.834 1.351
H -0.485 1.895 2.485
*
```

Atom charges from the natural (NBO) analysis, given in e for atoms 1 to 2: I 0.051; I 0.201

=====

(5)
DFT (ωB97M-V/def2-TZVPD) results for an isolated ion of composition C9H13IN and charge +1 at a distorted geometry.

For the total energy, the calculation gives -702.78048 a.u. The value obtained for the gap between HOMO and LUMO (alpha / beta) is 8.339 / 8.339 eV. For the HOMO energy (alpha / beta), the calculation gives -13.15 / -13.15 eV. For the LUMO energy (alpha / beta), the calculation gives -4.81 / -4.81 eV. The energy above the lowest of the compared OMol25 structures with the same formula, charge and spin is 73.06 kcal per mole.

```
! wB97M-V def2-TZVPD RIJCOSX def2/J DEFGRID3
* xyz 1 1
I -3.279 0.668 -0.167
N -0.027 -0.327 -0.100
C 0.514 1.113 -0.031
C 2.000 1.298 -0.242
C -2.091 -0.858 -0.146
C 0.226 1.634 1.414
C -0.224 1.914 -1.013
C -2.100 -2.202 -0.030
C 0.317 -2.711 0.095
C 0.703 -1.334 -0.084
C -1.006 -3.153 0.022
H 1.806 -1.136 -0.211
H -1.133 -4.204 0.182
H 0.248 2.692 1.475
H 0.602 2.577 -1.504
H 0.933 1.065 2.004
H -0.822 1.251 1.639
H 1.004 -3.494 -0.172
H -3.050 -2.677 -0.206
H 2.570 0.671 0.479
H -0.642 1.263 -1.780
H 2.237 2.312 0.210
H 2.219 1.062 -1.349
H -1.004 2.579 -0.485
*
```

Atom charges from the natural (NBO) analysis, given in e for atoms 1 to 2: I 0.542; N -0.290

=====

(6)
DFT (ωB97M-V/def2-TZVPD) results for one molecule with the formula C9H13IO2 at a distorted geometry.

For the total energy, the calculation gives -798.77655 a.u. The value obtained for the gap between HOMO and LUMO (alpha / beta) is 7.998 / 7.431 eV. For the HOMO energy (alpha / beta), the calculation gives -8.40 / -8.00 eV. For the LUMO energy (alpha / beta), the calculation gives -0.40 / -0.57 eV. The energy above the lowest of the compared OMol25 structures with the same formula, charge and spin is 41.31 kcal per mole.

```
! wB97M-V def2-TZVPD RIJCOSX def2/J DEFGRID3
* xyz 0 1
I -3.172 0.135 0.244
O 2.350 -1.377 1.468
O 0.506 -1.992 0.350
C 1.150 1.243 2.061
C -0.561 2.203 0.051
C -1.091 -2.570 -1.360
C 0.841 0.315 0.965
C -0.811 -1.724 -0.004
C -1.175 -0.321 -0.281
C 0.808 0.672 -1.523
C -0.065 0.753 -0.223
C 1.284 -1.065 0.953
H 0.401 2.703 0.280
H 0.367 1.893 2.293
H 1.524 0.628 2.833
H -0.912 2.557 -0.863
H -2.137 -2.252 -1.782
H 1.666 1.267 -1.274
H -1.314 2.346 0.812
H -0.904 -3.603 -1.108
H 0.956 -0.315 -1.932
H 0.220 1.132 -2.369
H -0.264 -2.324 -2.083
H -1.575 -2.113 0.772
H 1.907 1.809 1.722
*
```

Atom charges from the natural (NBO) analysis, given in e for atoms 1 to 2: I 0.170; O -0.566